Here is C5H10N2 as an isolated structure in a non-equilibrium geometry from OMol25. Energies are from ωB97M-V/def2-TZVPD.

Properties
Frontier orbital gap, eV: 8.0
LUMO, Ha: 0.023
Molecular weight, g/mol: 98.15
E, eV: -8322.866
Energy relative to the best compared isomer or geometry (same formula, charge and spin), eV: 4.468
Max |F|, Eh/bohr: 0.0278

```
! wB97M-V def2-TZVPD RIJCOSX def2/J DEFGRID3
* xyz 0 1
N -1.305 -1.532 1.065
N -0.290 0.955 -1.013
C 0.899 0.071 1.318
C 1.462 -0.700 -1.241
C 0.280 -0.115 -0.494
C -0.470 -1.068 0.318
C -1.478 1.494 -0.404
H 1.929 -1.536 -0.719
H 2.197 0.095 -1.373
H 1.133 -1.038 -2.224
H -2.312 0.790 -0.224
H -1.913 2.259 -1.051
H 1.667 0.783 1.029
H 0.179 0.551 1.971
H -2.009 -2.176 0.713
H -1.321 1.984 0.570
H 1.353 -0.815 1.760
*
```